1.
Here is the molecule C7H11NO2 from the OMol25 dataset. Energies are from wB97M-V/def2-TZVPD.

Positions of all 21 atoms, in Å:
C  -1.322  1.689  -0.390
C  -0.474  0.803  0.481
C  -0.901  0.693  1.919
C  0.782  0.378  0.102
C  1.531  0.383  -1.182
C  1.260  -0.862  -0.425
N  2.113  -1.873  0.084
C  -0.366  -1.242  -0.433
O  -0.721  -2.127  0.340
O  -0.914  -1.073  -1.682
H  -0.987  1.696  -1.427
H  -1.324  2.715  -0.008
H  -2.356  1.331  -0.391
H  -1.939  0.353  1.976
H  -0.292  -0.027  2.466
H  -0.830  1.668  2.411
H  1.008  0.570  -2.115
H  2.527  0.812  -1.116
H  1.619  -2.462  0.750
H  2.976  -1.518  0.480
H  -1.390  -1.906  -1.840

Output
Gap between HOMO and LUMO   8.70 eV
F_max   5.68 eV/Å
Total energy   -13018.5573 eV
SMILES   CC(C)=C1C[C@]1(N)C(=O)O
Energy above the lowest of the compared OMol25 structures with the same formula, charge and spin   108.95 kcal/mol

2.
Here is a cluster of 2 separate species, C7H11NO3 in total from the OMol25 dataset. Energies are from wB97M-V/def2-TZVPD.

Positions of all 22 atoms, in Å:
O  -0.282  -1.875  -1.367
C  -0.672  -0.806  -1.731
C  0.159  0.408  -1.845
C  1.501  0.812  -1.935
C  1.507  2.165  -2.377
C  0.181  2.521  -2.484
O  -0.607  1.480  -2.192
H  -1.720  -0.542  -1.757
H  2.368  0.082  -1.820
H  2.340  2.612  -2.657
H  -0.310  3.157  -3.167
C  -0.622  -2.261  1.569
N  0.425  -1.285  1.927
O  0.000  0.040  1.718
C  -0.645  0.606  2.974
H  -1.387  -2.321  2.420
H  -0.962  -2.147  0.511
H  -0.236  -3.378  1.537
H  1.222  -1.276  1.313
H  -1.406  -0.101  3.213
H  -1.112  1.517  2.506
H  0.259  0.592  3.641

Output
Gap between HOMO and LUMO   8.50 eV
F_max   5.02 eV/Å
Total energy   -15064.9868 eV
SMILES   O=Cc1ccco1.CNOC
Energy above the lowest of the compared OMol25 structures with the same formula, charge and spin   130.43 kcal/mol

3.
Here is the molecule C7H11NO3 from the OMol25 dataset. Energies are from wB97M-V/def2-TZVPD.

Positions of all 22 atoms, in Å:
C  -0.317  -2.334  0.574
C  -0.236  -1.395  -0.089
C  0.074  0.031  -0.534
C  1.534  0.418  -0.372
C  2.333  -0.041  -1.646
O  2.067  -0.081  0.843
C  -1.125  0.970  0.526
N  -1.286  0.449  1.908
C  -2.379  0.924  -0.325
O  -2.466  1.729  -1.227
O  -3.280  0.021  0.036
H  -0.633  -3.267  1.100
H  -0.234  0.254  -1.528
H  1.612  1.607  -0.237
H  2.000  -1.014  -1.982
H  3.365  -0.081  -1.366
H  2.306  0.664  -2.497
H  1.991  -1.051  0.812
H  -0.711  1.983  0.518
H  -0.891  1.054  2.528
H  -0.774  -0.446  2.065
H  -2.949  -0.393  0.891

Output
Gap between HOMO and LUMO   10.27 eV
F_max   8.37 eV/Å
Total energy   -15067.0194 eV
SMILES   C#C[C@H]([C@H](C)O)[C@H](N)C(=O)O
Energy above the lowest of the compared OMol25 structures with the same formula, charge and spin   83.56 kcal/mol

4.
Here is the molecule C7H11NO3S from the OMol25 dataset. Energies are from wB97M-V/def2-TZVPD.

Positions of all 23 atoms, in Å:
C  0.724  1.524  -1.731
O  1.113  1.066  -0.450
C  0.587  -0.142  -0.052
O  0.733  -1.164  -0.955
C  1.977  -1.857  -0.864
O  1.118  -0.484  1.173
C  0.662  0.278  2.276
C  -1.215  -0.005  0.167
C  -2.052  -1.056  0.022
S  -3.681  -0.514  0.197
C  -3.062  1.093  0.427
N  -1.784  1.198  0.384
H  0.859  0.741  -2.487
H  1.376  2.370  -1.945
H  -0.324  1.848  -1.719
H  2.101  -2.373  -1.815
H  1.947  -2.580  -0.041
H  2.802  -1.159  -0.697
H  0.648  1.345  2.040
H  1.361  0.078  3.087
H  -0.345  -0.043  2.571
H  -1.820  -2.081  -0.172
H  -3.726  1.920  0.587

Output
Gap between HOMO and LUMO   10.06 eV
F_max   4.20 eV/Å
Total energy   -25903.3151 eV
SMILES   COC(OC)(OC)c1cscn1
Energy above the lowest of the compared OMol25 structures with the same formula, charge and spin   65.21 kcal/mol

5.
Here is a cluster of 2 separate species, C7H11NO4 in total from the OMol25 dataset. Energies are from wB97M-V/def2-TZVPD.

Positions of all 23 atoms, in Å:
C  1.395  -2.668  0.768
C  1.939  -1.633  -0.237
O  0.828  -1.049  -1.044
C  0.594  0.189  -0.718
O  1.463  0.933  -0.303
C  -0.759  0.710  -1.068
C  -1.905  -0.295  -1.084
N  -1.093  1.963  -1.164
O  -2.256  2.269  -1.442
O  -0.110  2.872  -1.268
H  0.552  -2.275  1.443
H  1.022  -3.493  0.339
H  2.256  -2.978  1.411
H  2.565  -2.325  -0.932
H  2.495  -0.796  0.206
H  -1.942  -0.847  -2.053
H  -2.693  0.373  -0.840
H  -1.737  -1.120  -0.358
H  0.700  2.520  -0.765
C  -0.869  1.321  2.174
C  -0.847  2.528  2.361
H  -1.044  0.270  1.946
H  -0.551  3.531  2.627

Output
Gap between HOMO and LUMO   9.16 eV
F_max   4.94 eV/Å
Total energy   -17111.0568 eV
SMILES   CCOC(=O)/C(C)=[N+](/[O-])O.C#C
Energy above the lowest of the compared OMol25 structures with the same formula, charge and spin   141.46 kcal/mol

6.
Here is a cluster of 2 separate species, C7H11O6P in total from the OMol25 dataset. Energies are from wB97M-V/def2-TZVPD.

Positions of all 25 atoms, in Å:
C  0.405  -1.339  -0.857
C  0.550  1.342  -0.337
C  -1.436  -0.198  0.450
C  1.991  -2.700  0.088
C  2.602  1.674  0.629
C  -3.536  0.761  1.217
C  -0.716  -0.291  -0.810
O  0.815  -1.613  -1.942
O  -0.027  2.378  -0.310
O  -1.035  -0.431  1.568
O  0.913  -1.771  0.271
O  1.675  0.862  -0.098
O  -2.709  0.259  0.208
P  -1.626  -0.060  -2.332
H  2.905  -2.126  -0.419
H  1.851  -3.453  -0.574
H  2.145  -3.315  1.031
H  2.659  1.203  1.615
H  2.356  2.726  0.884
H  3.671  1.719  0.202
H  -3.537  1.818  1.293
H  -3.044  0.438  2.146
H  -4.536  0.434  1.303
H  -0.610  0.261  -3.137
H  -1.727  1.423  -2.090

Output
Gap between HOMO and LUMO   9.00 eV
F_max   5.78 eV/Å
Total energy   -29007.2925 eV
Energy above the lowest of the compared OMol25 structures with the same formula, charge and spin   64.16 kcal/mol

7.
Here is a structure of composition C7H11O6Zn from the OMol25 dataset. Energies are from wB97M-V/def2-TZVPD.

Positions of all 25 atoms, in Å:
O  -0.326  2.904  0.237
O  -2.455  2.855  0.881
O  -0.835  2.012  2.175
C  -1.195  2.557  1.091
C  -3.262  3.315  1.964
H  -3.793  4.200  1.599
H  -2.751  3.626  2.882
H  -3.942  2.500  2.233
Zn  0.915  2.132  1.481
C  2.653  0.840  -0.042
H  3.605  0.432  -0.379
C  1.685  0.249  0.833
H  2.032  -0.373  1.663
O  2.008  -0.139  -1.656
C  1.167  -0.871  -1.094
O  0.714  -0.486  0.083
O  1.185  -2.145  -1.259
C  -0.096  -2.824  -1.391
C  0.147  -4.110  -2.135
H  -0.785  -2.160  -1.928
H  -0.476  -2.994  -0.376
H  0.510  -3.895  -3.148
H  -0.792  -4.672  -2.212
H  0.887  -4.732  -1.615
H  3.201  1.779  0.112

Output
Gap between HOMO and LUMO   6.82 eV
F_max   5.48 eV/Å
Total energy   -68128.2065 eV
Energy above the lowest of the compared OMol25 structures with the same formula, charge and spin   90.47 kcal/mol
Net charge   +1

8.
Here is the ion C7H12 with charge -1 from the OMol25 dataset. Energies are from wB97M-V/def2-TZVPD.

Positions of all 19 atoms, in Å:
C  -0.643  -1.822  -0.318
C  0.246  -0.579  -0.533
C  1.501  -0.754  -1.131
C  0.214  0.594  0.957
C  -0.406  0.714  -0.331
C  -0.245  1.821  -1.352
C  -0.544  0.301  2.219
H  -1.581  -1.657  -0.842
H  -0.824  -1.978  0.747
H  -0.146  -2.732  -0.690
H  2.259  0.016  -1.055
H  1.781  -1.700  -1.576
H  1.280  0.851  1.090
H  -0.452  2.804  -0.913
H  -0.942  1.698  -2.187
H  0.766  1.795  -1.783
H  -0.024  0.627  3.132
H  -0.717  -0.775  2.389
H  -1.524  0.779  2.177

Output
Gap between HOMO and LUMO (spin up / spin down)   5.56 / 5.43 eV
F_max   1.33 eV/Å
Multiplicity   2
<S²>   0.772
Total energy   -7449.2233 eV
Energy above the lowest of the compared OMol25 structures with the same formula, charge and spin   52.04 kcal/mol
Net charge   -1

9.
Here is a structure of composition C7H12 from the OMol25 dataset. Energies are from wB97M-V/def2-TZVPD.

Positions of all 19 atoms, in Å:
C  -1.170  -1.752  1.501
C  -0.877  -0.319  1.052
C  0.531  -0.157  0.491
C  0.791  -0.603  -0.930
C  0.467  0.923  -2.041
C  -0.007  1.931  -1.025
C  0.911  1.070  -0.287
H  -2.190  -1.852  1.890
H  -0.481  -2.071  2.293
H  -1.063  -2.455  0.666
H  -1.601  -0.027  0.282
H  -1.020  0.373  1.893
H  1.296  -0.419  1.235
H  -0.014  -1.109  -1.419
H  1.771  -1.064  -1.086
H  1.394  1.273  -2.518
H  0.393  2.943  -1.095
H  -1.058  1.900  -0.752
H  1.928  1.414  -0.150

Output
Gap between HOMO and LUMO   8.40 eV
F_max   1.36 eV/Å
Total energy   -7449.0525 eV
Energy above the lowest of the compared OMol25 structures with the same formula, charge and spin   100.98 kcal/mol

10.
Here is the molecule C7H12 from the OMol25 dataset. Energies are from wB97M-V/def2-TZVPD.

Positions of all 19 atoms, in Å:
C  -2.446  -0.904  -0.159
C  -1.331  -0.052  0.437
C  0.045  -0.653  0.180
C  0.425  -0.690  -1.289
C  1.982  0.761  -0.540
C  1.351  1.611  0.465
C  1.262  0.147  0.629
H  -3.434  -0.458  -0.016
H  -2.459  -1.892  0.289
H  -2.290  -1.022  -1.226
H  -1.371  0.936  -0.005
H  -1.474  0.069  1.507
H  0.104  -1.622  0.662
H  1.310  0.721  -1.482
H  1.122  -1.534  -1.412
H  3.053  0.674  -0.698
H  2.029  2.116  1.138
H  0.467  2.154  0.194
H  1.862  -0.265  1.405

Output
Gap between HOMO and LUMO   8.77 eV
F_max   2.42 eV/Å
Total energy   -7448.4561 eV
Energy above the lowest of the compared OMol25 structures with the same formula, charge and spin   114.73 kcal/mol

11.
Here is the molecule C7H12 from the OMol25 dataset. Energies are from wB97M-V/def2-TZVPD.

Positions of all 19 atoms, in Å:
C  2.740  0.257  1.329
C  2.412  -0.346  0.034
C  1.804  -0.746  -0.933
C  0.489  -0.896  -1.601
C  -0.399  -0.201  -0.546
C  -1.910  -0.042  -0.606
C  -2.286  0.714  0.691
H  1.788  0.621  1.747
H  3.411  1.116  1.248
H  3.156  -0.459  2.042
H  0.219  -1.947  -1.757
H  0.454  -0.398  -2.577
H  -0.183  -0.717  0.397
H  0.020  0.806  -0.431
H  -2.411  -1.017  -0.653
H  -2.222  0.519  -1.495
H  -2.982  0.153  1.321
H  -1.384  0.883  1.297
H  -2.717  1.700  0.495

Output
Gap between HOMO and LUMO   10.28 eV
F_max   0.62 eV/Å
Total energy   -7451.1838 eV
SMILES   CC#CCCCC
Energy above the lowest of the compared OMol25 structures with the same formula, charge and spin   51.83 kcal/mol

12.
Here is the molecule C7H12 from the OMol25 dataset. Energies are from wB97M-V/def2-TZVPD.

Positions of all 19 atoms, in Å:
C  1.966  -0.652  0.653
C  0.783  -1.097  -0.149
C  -0.860  -0.995  -0.206
C  -1.772  0.005  0.469
C  -0.980  1.311  0.453
C  -0.089  1.203  -0.809
C  0.072  -0.297  -1.156
H  2.240  -1.362  1.443
H  2.801  -0.635  -0.060
H  1.857  0.345  1.078
H  0.974  -2.114  -0.532
H  -0.719  -1.978  0.189
H  -2.706  0.134  -0.111
H  -2.077  -0.326  1.463
H  -1.626  2.197  0.431
H  -0.380  1.378  1.368
H  0.872  1.715  -0.662
H  -0.582  1.694  -1.654
H  0.224  -0.526  -2.207

Output
Gap between HOMO and LUMO   9.40 eV
F_max   2.66 eV/Å
Total energy   -7451.1484 eV
SMILES   C[C@H]1[C@H]2CCC[C@@H]12
Energy above the lowest of the compared OMol25 structures with the same formula, charge and spin   52.65 kcal/mol

Please write out number 11 again, unchanged.
Here is the molecule C7H12 from the OMol25 dataset. Energies are from wB97M-V/def2-TZVPD.

Positions of all 19 atoms, in Å:
C  2.740  0.257  1.329
C  2.412  -0.346  0.034
C  1.804  -0.746  -0.933
C  0.489  -0.896  -1.601
C  -0.399  -0.201  -0.546
C  -1.910  -0.042  -0.606
C  -2.286  0.714  0.691
H  1.788  0.621  1.747
H  3.411  1.116  1.248
H  3.156  -0.459  2.042
H  0.219  -1.947  -1.757
H  0.454  -0.398  -2.577
H  -0.183  -0.717  0.397
H  0.020  0.806  -0.431
H  -2.411  -1.017  -0.653
H  -2.222  0.519  -1.495
H  -2.982  0.153  1.321
H  -1.384  0.883  1.297
H  -2.717  1.700  0.495

Output
Gap between HOMO and LUMO   10.28 eV
F_max   0.62 eV/Å
Total energy   -7451.1838 eV
SMILES   CC#CCCCC
Energy above the lowest of the compared OMol25 structures with the same formula, charge and spin   51.83 kcal/mol